{
  "formula": "C11H18ClGaTi",
  "method": "ωB97M-V/def2-TZVPD",
  "homo_lumo_gap_ev": [5.242, 7.438],
  "charge": -1,
  "mol_weight_g_mol": 303.31,
  "largest_force_ev_per_a": 2.27,
  "multiplicity": 2,
  "e_lumo_ev": [2.893, 2.891],
  "homo_energy_ev": [-2.35, -4.55],
  "s_squared": 0.753,
  "elements": ["Ga", "Ti", "Cl", "C", "C", "C", "C", "C", "C", "C", "C", "C", "C", "C", "H", "H", "H", "H", "H", "H", "H", "H", "H", "H", "H", "H", "H", "H", "H", "H", "H", "H"],
  "positions_angstrom": [[-0.66, 0.03, 0.28], [0.91, -0.57, -2.88], [1.78, -2.55, -3.26], [1.57, 0.43, 3.31], [0.68, 1.27, 2.62], [2.31, 0.74, -2.26], [-1.90, -0.84, 1.54], [0.14, 0.07, -4.62], [-0.29, 1.93, 4.76], [0.60, 1.09, 5.43], [1.53, 0.34, 4.70], [-0.23, 2.04, 3.36], [-0.82, -0.51, -1.57], [0.67, 1.29, 1.11], [1.63, 1.01, 0.69], [-2.87, -0.34, 1.49], [3.26, 0.21, -2.06], [-1.37, 0.17, -2.26], [2.47, 1.44, -3.09], [-0.92, 2.71, 2.83], [0.57, 1.02, 6.52], [0.11, -0.78, -5.31], [-0.88, 0.43, -4.42], [2.00, 1.29, -1.37], [-1.01, 2.52, 5.32], [-1.23, -1.53, -1.71], [-1.51, -0.79, 2.57], [2.24, -0.31, 5.22], [0.37, 2.28, 0.73], [0.76, 0.88, -5.04], [2.28, -0.17, 2.73], [-2.02, -1.89, 1.26]]
}

=====

{
  "formula": "C11H18IrN6O5S",
  "method": "ωB97M-V/def2-TZVPD",
  "homo_lumo_gap_ev": [8.372, 4.353],
  "charge": 2,
  "mol_weight_g_mol": 538.59,
  "largest_force_ev_per_a": 6.16,
  "multiplicity": 6,
  "e_lumo_ev": [-7.319, -11.503],
  "homo_energy_ev": [-15.69, -15.86],
  "s_squared": 8.785,
  "elements": ["Ir", "S", "O", "O", "O", "O", "O", "N", "N", "N", "N", "N", "N", "C", "C", "C", "C", "C", "C", "C", "C", "C", "C", "C", "H", "H", "H", "H", "H", "H", "H", "H", "H", "H", "H", "H", "H", "H", "H", "H", "H", "H"],
  "positions_angstrom": [[-0.96, 1.93, 0.40], [-1.20, 3.95, 1.66], [-2.16, 1.01, 1.66], [-2.66, 1.64, 2.66], [-0.51, -1.82, -4.20], [-0.94, 2.04, -2.00], [-0.58, -1.65, 0.57], [0.66, 4.21, 3.64], [0.86, 2.36, 2.46], [0.65, 1.37, 1.53], [-0.72, 0.08, -3.00], [1.73, 3.52, 4.16], [-0.76, 0.21, -0.68], [-0.52, -1.98, -1.78], [-3.08, -2.42, -1.80], [0.10, 3.50, 2.58], [-0.63, -1.10, -0.54], [0.83, -2.76, -1.73], [-0.58, -1.26, -3.10], [2.83, 1.37, 3.62], [2.07, -1.88, -1.74], [-0.81, 0.83, -1.86], [1.80, 2.44, 3.43], [-1.68, -3.02, -1.75], [0.89, -3.46, -2.57], [-3.24, -1.84, -2.72], [0.35, 5.10, 4.00], [0.44, 0.44, 2.00], [0.86, -3.38, -0.82], [0.10, 2.74, -0.69], [3.49, 1.62, 4.45], [1.50, 1.25, 0.90], [-3.27, -1.77, -0.94], [3.42, 1.26, 2.71], [2.97, -2.50, -1.71], [2.12, -1.28, -2.66], [-1.61, -3.64, -0.85], [-3.83, -3.22, -1.79], [-1.58, -3.72, -2.60], [2.10, -1.21, -0.88], [-0.77, 0.61, -3.86], [2.33, 0.42, 3.84]]
}

=====

{
  "formula": "C11H18N",
  "method": "ωB97M-V/def2-TZVPD",
  "relative_energy_kj_mol": 525.4,
  "homo_lumo_gap_ev": [7.557, 7.559],
  "charge": 1,
  "mol_weight_g_mol": 164.27,
  "largest_force_ev_per_a": 4.80,
  "multiplicity": 1,
  "smiles": "C[C@@H]1CCC[N+]2=CC(C)(C)C1=C2",
  "e_lumo_ev": [-5.103, -5.101],
  "homo_energy_ev": [-12.66, -12.66],
  "elements": ["N", "C", "C", "C", "C", "C", "C", "C", "C", "C", "C", "C", "H", "H", "H", "H", "H", "H", "H", "H", "H", "H", "H", "H", "H", "H", "H", "H", "H", "H"],
  "positions_angstrom": [[1.75, -0.62, -0.20], [-1.30, 0.02, 1.03], [0.13, 0.55, 0.66], [0.49, 1.27, -0.63], [1.55, 0.34, -1.10], [1.04, -0.40, 0.94], [-1.05, -1.56, 0.59], [1.25, -1.90, -0.77], [-0.27, -1.78, -0.81], [1.29, 2.51, -0.23], [-1.56, -0.03, 2.59], [-0.57, 1.54, -1.86], [-2.00, 0.90, 2.98], [1.55, -2.67, -0.05], [-2.08, -1.96, 0.47], [-0.50, -0.95, -1.53], [-0.65, -2.11, 1.37], [-0.75, -2.59, -1.29], [1.23, 3.42, -0.90], [-0.77, -0.55, 3.03], [1.70, -2.13, -1.66], [-1.12, 0.63, -2.24], [-2.17, 0.52, 0.58], [1.91, 0.10, -2.06], [-2.27, -0.73, 2.69], [2.36, 2.18, -0.24], [-0.01, 2.12, -2.60], [0.96, 2.77, 0.80], [-1.40, 2.14, -1.42], [1.26, -1.01, 1.86]]
}

=====

{
  "formula": "C11H18N2O",
  "method": "ωB97M-V/def2-TZVPD",
  "relative_energy_kj_mol": 349.8,
  "homo_lumo_gap_ev": 10.284,
  "charge": 0,
  "mol_weight_g_mol": 194.28,
  "largest_force_ev_per_a": 5.40,
  "multiplicity": 1,
  "smiles": "N#CN1CC(OCC2CCCCC2)C1",
  "e_lumo_ev": 0.761,
  "homo_energy_ev": -9.52,
  "elements": ["O", "N", "N", "C", "C", "C", "C", "C", "C", "C", "C", "C", "C", "C", "H", "H", "H", "H", "H", "H", "H", "H", "H", "H", "H", "H", "H", "H", "H", "H", "H", "H"],
  "positions_angstrom": [[-1.21, 0.47, -0.09], [-6.04, -0.62, 1.60], [-4.46, 0.14, -0.24], [-2.41, 0.43, -0.81], [0.98, -0.40, 0.13], [-3.53, 1.31, -0.31], [3.90, 0.29, 0.39], [-3.29, -0.83, -0.48], [-5.32, -0.17, 0.74], [2.06, -1.36, -0.26], [2.79, 1.41, 0.69], [-0.31, -0.61, -0.57], [3.36, -1.11, 0.56], [1.44, 1.11, 0.08], [2.62, 1.58, 1.78], [2.50, -1.30, -1.27], [-0.23, -0.69, -1.78], [-4.00, 2.07, -0.91], [0.62, 1.70, 0.60], [3.99, 0.48, -0.67], [-3.67, -1.58, -1.19], [-2.23, 0.63, -1.91], [0.77, -0.63, 1.16], [1.50, 1.43, -1.01], [1.82, -2.42, -0.31], [4.83, 0.48, 0.98], [2.93, -1.26, 1.58], [-3.22, 1.64, 0.75], [3.15, 2.40, 0.24], [-2.68, -1.17, 0.39], [4.06, -1.91, 0.23], [-0.73, -1.53, -0.07]]
}

=====

{
  "formula": "C11H18N3O6PPm",
  "method": "ωB97M-V/def2-TZVPD",
  "relative_energy_kj_mol": 0.0,
  "homo_lumo_gap_ev": [5.435, 5.616],
  "charge": 3,
  "mol_weight_g_mol": 464.25,
  "largest_force_ev_per_a": 8.05,
  "multiplicity": 5,
  "e_lumo_ev": [-13.368, -13.189],
  "homo_energy_ev": [-18.80, -18.81],
  "s_squared": 6.006,
  "elements": ["Pm", "P", "O", "O", "O", "O", "O", "O", "N", "N", "N", "C", "C", "C", "C", "C", "C", "C", "C", "C", "C", "C", "H", "H", "H", "H", "H", "H", "H", "H", "H", "H", "H", "H", "H", "H", "H", "H", "H", "H"],
  "positions_angstrom": [[-0.29, -0.25, -2.55], [0.14, -0.07, 0.96], [-3.09, -2.46, -3.00], [-0.36, -0.36, -0.45], [2.52, 1.95, -3.02], [1.91, -3.06, -3.00], [-0.29, -0.26, -6.37], [-2.49, 2.54, -3.01], [1.76, -0.48, 0.96], [-0.11, 1.58, 1.11], [-0.83, -1.07, 1.89], [-1.03, 2.29, 0.18], [-0.27, 1.96, 2.50], [-1.79, 1.64, -3.08], [-0.57, -2.51, 1.59], [2.27, -0.61, 2.32], [1.21, -2.17, -3.05], [-0.29, -0.26, -5.23], [2.69, 0.33, 0.11], [-2.19, -1.75, -3.07], [1.60, 1.23, -3.07], [-2.29, -0.79, 1.64], [-0.68, 2.35, -0.86], [-2.54, 0.25, 1.85], [-0.16, 3.04, 2.54], [-1.27, 1.69, 2.83], [-2.64, -1.07, 0.64], [-1.11, 3.31, 0.57], [2.65, 1.38, 0.41], [3.70, -0.04, 0.32], [-0.89, -2.83, 0.60], [2.52, 0.26, -0.97], [2.35, 0.38, 2.78], [-2.79, -1.43, 2.37], [0.49, -2.75, 1.75], [-2.03, 1.86, 0.20], [-1.18, -3.03, 2.33], [0.49, 1.50, 3.14], [3.27, -1.05, 2.25], [1.62, -1.26, 2.91]]
}

=====

{
  "formula": "C11H18N4O3P",
  "method": "ωB97M-V/def2-TZVPD",
  "homo_lumo_gap_ev": 6.950,
  "charge": 1,
  "mol_weight_g_mol": 285.26,
  "largest_force_ev_per_a": 6.25,
  "multiplicity": 1,
  "e_lumo_ev": -4.235,
  "homo_energy_ev": -11.18,
  "elements": ["P", "O", "O", "O", "N", "N", "N", "N", "C", "C", "C", "C", "C", "C", "C", "C", "C", "C", "C", "H", "H", "H", "H", "H", "H", "H", "H", "H", "H", "H", "H", "H", "H", "H", "H", "H", "H"],
  "positions_angstrom": [[-2.39, -0.74, 0.72], [-1.14, -0.53, -0.28], [-2.06, -2.04, 1.86], [-3.76, -1.10, -0.34], [-0.13, 1.58, 1.75], [0.19, -4.73, -3.77], [-1.73, 3.46, 1.97], [3.04, 1.79, 0.99], [2.96, 0.50, 1.77], [-0.59, -4.11, -2.85], [0.74, 2.82, 1.80], [1.09, -2.57, -4.35], [-0.58, -2.74, -2.63], [-0.34, 4.05, 1.96], [-2.81, 0.82, 1.76], [2.40, 2.96, 1.71], [-1.60, 1.94, 1.83], [1.01, -3.94, -4.49], [0.28, -1.96, -3.40], [-2.60, 4.04, 2.07], [2.87, 3.19, 2.76], [2.46, 0.72, 2.83], [0.06, 5.15, 2.06], [3.99, -0.05, 1.85], [-1.20, -1.81, 2.35], [1.62, -4.47, -5.23], [0.17, 0.58, 1.69], [4.06, 2.04, 0.83], [-1.23, -2.30, -1.88], [-3.20, 0.55, 2.84], [2.58, 3.93, 1.04], [1.77, -1.99, -4.96], [-3.55, -0.52, -1.16], [-3.73, 1.34, 1.21], [-1.23, -4.76, -2.27], [2.21, -0.22, 1.20], [0.31, -0.88, -3.25]]
}

=====

{
  "formula": "C11H18O",
  "method": "ωB97M-V/def2-TZVPD",
  "relative_energy_kj_mol": 49.7,
  "homo_lumo_gap_ev": [2.635, 6.542],
  "charge": -1,
  "mol_weight_g_mol": 166.26,
  "largest_force_ev_per_a": 2.04,
  "multiplicity": 2,
  "e_lumo_ev": [3.347, 3.318],
  "homo_energy_ev": [0.71, -3.22],
  "s_squared": 0.762,
  "elements": ["O", "C", "C", "C", "C", "C", "C", "C", "C", "C", "C", "C", "H", "H", "H", "H", "H", "H", "H", "H", "H", "H", "H", "H", "H", "H", "H", "H", "H", "H"],
  "positions_angstrom": [[3.24, 0.61, -1.27], [2.02, 0.05, -1.65], [-1.22, 0.57, 3.25], [-2.68, 0.97, 3.30], [-0.45, 1.37, 4.32], [1.90, -1.31, -1.81], [0.62, -1.94, -2.05], [-0.56, 0.83, 1.91], [-0.51, -1.10, -2.09], [-0.36, 0.26, -1.85], [-1.90, -1.66, -2.30], [0.92, 0.91, -1.82], [-1.97, -2.66, -1.89], [-0.48, 1.88, 1.64], [-1.26, 0.85, -2.04], [-2.07, -1.77, -3.39], [-0.59, 2.45, 4.27], [-2.61, -0.87, -2.08], [-1.01, -0.46, 3.54], [-3.41, 0.20, 3.04], [-3.04, 1.52, 4.18], [-1.19, 0.40, 1.13], [2.81, -1.91, -1.81], [3.90, -0.09, -1.29], [0.63, 1.30, 4.12], [0.61, -3.00, -2.27], [0.45, 0.42, 1.90], [-2.90, 1.68, 2.49], [1.14, 1.96, -2.00], [-0.59, 0.97, 5.33]]
}